Computed, not measured: a single C4H8O2 molecule, with ωB97M-V/def2-TZVPD.

Each atom is followed by the atoms it is bonded to, with distances in Å.
Cartesian coordinates (Å):
1 O -1.679 1.182 -0.975  C2 1.213
2 C -1.264 1.055 0.158  O1 1.213, C3 1.517, H7 1.108
3 C -0.907 -0.298 0.745  C2 1.517, C4 1.533, H8 1.097, H9 1.097
4 C 0.126 -1.017 -0.129  C3 1.533, C5 1.528, H10 1.097, H11 1.097
5 C 1.408 -0.191 -0.234  C4 1.528, O6 1.417, H12 1.095, H13 1.098
6 O 1.154 1.172 -0.523  C5 1.417, H14 0.969
7 H -1.150 1.932 0.824  C2 1.108
8 H -1.835 -0.882 0.779  C3 1.097
9 H -0.540 -0.179 1.771  C3 1.097
10 H 0.357 -2.005 0.288  C4 1.097
11 H -0.304 -1.181 -1.125  C4 1.097
12 H 1.933 -0.181 0.727  C5 1.095
13 H 2.088 -0.628 -0.978  C5 1.098
14 H 0.613 1.222 -1.325  O6 0.969

Energy above the lowest of the compared OMol25 structures with the same formula, charge and spin (kcal per mole): 27.5
LUMO energy (Ha): 0.036
Total energy (Eh): -307.6686
E_HOMO (eV): -9.787
2S+1: 1
Molar mass (g mol⁻¹): 88.11
Gap between HOMO and LUMO (eV): 10.776
Charge: 0